Entry 1:
A 2-piece molecular cluster, C3H8N2O overall, computed with ωB97M-V/def2-TZVPD.

The calculation puts the LUMO energy at 0.027 hartree. The SMILES is CN=C=O.CN. As for the electronic energy: -303.8265 hartree. The value obtained for the energy above the lowest of the compared OMol25 structures with the same formula, charge and spin is 41.20 kcal/mol. The HOMO energy is -8.67 eV.

Element x y z (Å)
C (-2.61, -0.14, -0.13)
N (-1.18, -0.15, 0.15)
C (-0.42, -0.68, -0.64)
O (0.25, -1.21, -1.44)
H (-3.14, -0.67, 0.66)
H (-2.96, 0.90, -0.15)
H (-2.81, -0.61, -1.09)
C (2.19, 0.67, 0.02)
N (1.42, -0.05, 1.01)
H (2.48, 0.06, -0.84)
H (3.10, 1.06, 0.49)
H (1.63, 1.53, -0.37)
H (1.48, -1.05, 0.99)
H (0.49, 0.29, 1.20)

***

Entry 2:
A single C5H7NO molecule at a distorted geometry, computed with ωB97M-V/def2-TZVPD.

The calculation puts the LUMO energy at 0.023 hartree. The SMILES is CC(=O)[C@@H](C)C#N. As for the electronic energy: -324.6979 hartree. The value obtained for the energy above the lowest of the compared OMol25 structures with the same formula, charge and spin is 16.67 kcal/mol. The HOMO energy is -10.30 eV.

Element x y z (Å)
C (1.99, -0.25, -0.47)
C (0.77, -0.05, 0.38)
O (0.81, -0.12, 1.58)
C (-0.60, 0.30, -0.29)
C (-1.69, -0.69, 0.17)
C (-0.84, 1.63, 0.27)
N (-0.92, 2.62, 0.87)
H (2.86, -0.22, 0.19)
H (2.09, 0.49, -1.27)
H (1.93, -1.24, -0.94)
H (-0.55, 0.34, -1.38)
H (-1.57, -0.87, 1.24)
H (-2.69, -0.29, -0.01)
H (-1.60, -1.64, -0.36)

***

Q: Among the records above, which one has the lowest electronic energy?
A: C5H7NO